The following is a quantum chemistry calculation of C13H21ErF5N2OSi as an isolated structure, from OMol25.

Its LUMO energy (alpha / beta) is -3.27 / -3.23 eV. The charge is +1. The calculation puts the energy at -2496.38122 Eh. As for the spin multiplicity: 4.

Geometry as XYZ:
```
44
Properties=species:S:1:pos:R:3:forces:R:3
F 4.838 -0.912 0.113 -0.025 -0.002 0.131
C -3.720 -2.528 -1.133 -0.172 -0.231 -0.172
N 0.338 -0.961 2.434 -0.122 0.017 -0.371
C 4.190 -0.883 -1.046 0.318 0.025 -0.164
H 1.811 1.823 0.813 0.046 -0.031 0.031
H -4.831 -1.061 1.347 0.051 0.029 0.068
C 0.644 0.392 2.977 0.069 -0.133 0.056
H -4.534 0.497 -1.257 0.064 0.063 -0.010
C 2.813 -0.769 -1.081 -0.707 0.021 1.078
H 0.711 0.363 4.062 0.004 -0.002 0.051
N 0.129 1.739 -0.418 0.051 -0.418 0.090
H -3.002 0.570 -2.128 -0.033 -0.007 0.028
F 4.984 -1.015 -4.575 0.057 -0.010 -0.091
C -3.445 0.482 -1.132 -0.147 0.211 -0.079
H 1.633 0.657 2.606 0.006 0.028 -0.046
H -3.518 -3.479 -0.633 -0.034 0.025 -0.038
C 2.219 -0.750 -2.323 -0.050 0.026 -0.480
H -3.433 -1.799 2.132 -0.047 0.029 -0.035
Er -0.106 -0.694 0.006 0.514 0.768 0.448
O 2.014 -0.700 0.009 0.614 -0.304 -0.580
F 2.258 -0.810 -4.675 -0.044 0.003 -0.067
H -1.088 0.888 1.815 -0.222 0.001 -0.169
C -0.418 1.395 2.520 -0.103 -0.025 0.018
H -4.805 -2.389 -1.172 0.049 -0.061 -0.025
H -0.727 2.254 -0.604 -0.096 0.029 0.030
H -1.092 1.651 3.337 0.066 0.021 0.080
C 4.276 -0.940 -3.459 0.037 -0.009 -0.054
H 1.297 3.394 0.239 -0.036 0.060 0.000
H -0.452 -1.368 2.928 -0.061 0.033 0.077
H -0.713 3.340 1.666 -0.001 -0.013 -0.020
C 0.123 2.670 1.885 -0.008 0.128 0.079
H -3.352 -2.609 -2.159 -0.043 -0.024 0.031
Si -2.931 -1.102 -0.232 0.272 -0.156 -0.148
H 0.651 1.764 -1.291 0.018 0.058 -0.065
H -3.180 1.381 -0.562 -0.028 -0.012 -0.034
C 0.935 2.443 0.626 -0.009 0.007 -0.201
F 6.230 -1.072 -2.181 0.085 -0.002 -0.002
C 4.913 -0.967 -2.228 0.005 0.005 0.088
F 0.839 -0.659 -2.323 -0.242 -0.068 0.116
H 1.127 -1.580 2.597 0.069 -0.036 0.008
C -3.743 -0.993 1.460 -0.151 0.055 0.285
C 2.898 -0.833 -3.517 0.004 0.012 0.025
H -3.527 -0.039 1.956 -0.032 -0.059 0.015
H 0.750 3.208 2.600 0.013 -0.049 0.017
```
Forces are in eV/Å.

Here are the Mulliken charges for atoms 1 to 8, given in e: -0.290 -1.029 -0.539 0.248 0.286 0.357 -0.754 0.373

***

The following is a quantum chemistry calculation of C39H39N6O3TeY as an isolated structure, from OMol25.

Its LUMO energy is -5.64 eV. The charge is +2. The calculation puts the energy at -2369.80450 Eh. The energy above the lowest of the compared OMol25 structures with the same formula, charge and spin is 0.793 eV. As for the spin multiplicity: 1.

Geometry as XYZ:
```
89
Properties=species:S:1:pos:R:3:forces:R:3
H 2.581 -3.965 4.547 -0.039 0.045 0.024
H 5.259 -2.292 0.686 -0.021 0.028 0.006
H 2.722 -4.003 2.771 -0.042 0.009 -0.017
C -1.804 -5.015 -2.000 0.024 0.057 0.051
H -1.595 2.234 -3.172 0.015 -0.018 0.022
H -3.211 0.001 4.868 -0.008 0.021 -0.013
C 1.969 -3.746 -0.602 0.159 0.035 0.076
H -2.836 1.707 -2.017 0.022 -0.021 0.011
O -0.783 3.515 3.285 0.055 0.023 -0.027
C -2.042 1.369 -2.677 -0.116 0.016 -0.012
H 3.493 -2.697 3.708 -0.008 -0.005 0.003
C 2.635 -0.298 -3.390 0.088 -0.080 0.033
H -2.298 4.522 4.299 0.010 -0.030 -0.027
C 0.649 -4.249 -1.066 -0.091 -0.102 -0.079
H 1.650 2.585 -1.340 0.016 -0.073 -0.011
C 3.121 -2.149 0.588 0.047 0.042 0.031
H -2.110 6.150 0.082 0.010 0.013 -0.012
C -2.530 0.404 4.130 -0.100 -0.220 0.062
H 3.795 6.184 -1.679 -0.025 -0.023 0.020
C -2.769 -2.961 -0.948 -0.160 0.124 -0.006
C 4.362 -3.863 -0.485 -0.054 0.040 0.001
H -0.898 4.041 5.296 0.017 -0.025 -0.024
N -2.462 -1.728 -0.512 0.227 0.001 0.247
C -1.213 4.399 4.314 -0.066 0.126 0.094
H 1.741 -0.181 -5.332 0.008 -0.027 0.011
C -4.776 -1.137 -0.569 -0.049 -0.037 -0.038
C -1.242 2.240 3.300 0.043 -0.121 0.021
C 0.129 0.438 -2.439 0.078 -0.224 0.292
H -2.450 -1.410 3.029 -0.006 0.000 0.013
C -1.627 -3.862 -1.245 0.046 -0.194 -0.085
H -0.822 -6.740 -2.808 0.003 0.004 0.002
C -3.446 -0.840 -0.338 -0.044 0.036 0.099
O -1.077 0.712 -1.854 0.117 0.224 -0.131
H -0.474 0.456 -4.505 -0.001 -0.018 0.042
C -4.088 -3.352 -1.140 0.046 -0.006 -0.002
H -2.460 0.694 -3.425 0.017 -0.031 0.025
C 0.646 1.746 0.192 0.327 0.292 0.099
C 0.981 6.372 -1.292 0.034 0.057 -0.027
C -1.136 5.843 -0.273 -0.022 -0.022 0.026
C 3.415 5.409 -2.347 0.063 0.048 -0.034
O 2.529 4.529 -1.660 0.015 -0.015 -0.035
H 5.296 -4.344 -0.744 -0.006 -0.011 0.001
H 3.170 -5.256 -1.569 -0.022 -0.007 0.004
C -2.120 1.727 4.236 0.005 0.057 0.033
C 0.330 0.292 -3.800 -0.001 -0.018 -0.099
H -0.169 -4.278 4.827 0.018 0.039 0.012
H 4.240 4.793 -2.691 -0.003 0.015 -0.004
C -1.186 0.091 2.108 -0.275 0.792 0.679
H -0.546 7.809 -0.880 0.011 -0.003 0.005
C 0.484 4.104 -0.635 -0.039 0.158 0.042
C 2.634 -3.361 3.645 -0.175 0.136 -0.142
H -3.147 0.135 0.025 0.015 0.009 0.003
C -0.436 -3.819 3.879 -0.049 0.114 -0.041
C 0.530 -5.447 -1.764 -0.022 0.058 0.028
C 4.346 -2.725 0.303 0.016 -0.028 -0.003
C 1.588 -0.074 -4.267 -0.035 0.028 -0.050
H 1.384 -6.079 -1.943 0.022 0.019 -0.013
H 2.919 5.873 -3.202 0.005 -0.036 0.004
N -0.421 -3.488 -0.795 -0.070 0.236 0.196
H 3.263 -0.245 -1.330 0.001 0.017 0.001
C 1.203 0.269 -1.541 -0.216 -0.058 0.028
Y -0.229 -1.259 0.562 0.639 -1.887 -1.272
N 0.122 2.084 1.380 -0.072 0.132 -0.029
C 1.357 5.042 -1.210 -0.059 -0.062 0.120
H -4.332 -4.366 -1.419 0.013 0.020 -0.030
N 0.942 2.763 -0.642 0.049 -0.151 -0.104
N 1.960 -2.638 0.151 -0.249 0.208 0.012
C -0.711 -5.825 -2.242 0.002 0.006 0.003
C -2.076 -0.388 3.092 -0.016 0.134 -0.161
C -5.104 -2.428 -0.950 0.042 0.050 0.038
H -5.538 -0.382 -0.435 0.029 0.011 0.048
Te 0.861 -2.143 3.557 0.079 -0.348 0.162
H -0.742 5.354 4.108 0.019 -0.014 -0.006
H -2.494 2.341 5.043 0.034 0.000 -0.023
H 3.064 -1.248 1.189 -0.006 0.007 0.003
H 0.186 3.070 1.605 0.045 0.049 -0.071
H -0.339 -4.541 3.073 0.043 0.028 -0.007
H 1.648 7.106 -1.721 -0.016 -0.032 0.007
C -0.765 1.410 2.263 -0.162 -0.203 -0.033
N 0.962 0.487 -0.141 -0.272 0.542 -0.025
H -6.137 -2.714 -1.093 0.007 -0.012 -0.026
C 3.161 -4.378 -0.943 -0.011 0.009 0.015
H -1.469 3.783 0.202 0.003 -0.047 0.023
H 3.603 -0.601 -3.764 0.005 0.046 -0.002
H -2.771 -5.268 -2.406 0.007 -0.029 0.025
H -1.459 -3.453 3.932 0.022 -0.001 0.019
C -0.769 4.506 -0.194 0.094 -0.044 -0.057
C 2.443 -0.120 -2.025 -0.028 0.093 -0.062
C -0.262 6.768 -0.814 -0.057 0.025 0.012
```
Forces are in eV/Å.

Here are the Mulliken charges for atoms 1 to 8, given in e: 0.420 0.567 0.263 -1.217 0.486 0.447 0.351 0.323